Record 1
Formula: C37H66F3N12O3S
Source: the Open Molecules 2025 dataset
Level of theory: ωB97M-V with the def2-TZVPD basis set

Geometry as XYZ:
```
122
Properties=species:S:1:pos:R:3:mulliken_charge:R:1
C 3.3035 10.3165 1.5480 -1.064
C 4.0786 9.0605 1.1739 -0.481
N 3.1420 8.0198 0.7523 0.173
C 2.9518 7.6332 -0.5390 -0.481
C 2.0544 6.5872 -0.5714 -0.426
N 1.6607 6.4316 0.7219 0.180
C 2.2841 7.3299 1.5101 -0.010
C 0.7102 5.4376 1.1822 -0.950
H 3.8739 11.0905 2.0597 0.388
H 2.5939 10.0491 2.3368 0.337
H 2.7524 10.7493 0.7154 0.324
H 4.6784 8.7092 2.0154 0.321
H 4.8526 9.2226 0.4247 0.325
H 3.5426 8.1259 -1.2948 0.434
H 1.7318 5.9919 -1.4060 0.543
H 2.3227 7.4324 2.5833 0.383
H -0.3091 5.7326 0.9314 0.358
H 0.6999 5.5720 2.2662 0.326
H 0.9690 4.4149 0.9273 0.312
C -1.1472 -4.1266 0.9272 -1.081
C 0.1747 -4.1276 0.1585 1.458
N 0.3325 -5.3103 -0.6867 0.379
C 0.5572 -6.5820 -0.2790 -0.275
C 0.6040 -7.3817 -1.4059 -0.514
N 0.4028 -6.5741 -2.4769 0.099
C 0.3691 -5.3057 -2.0368 -0.210
C 0.3237 -6.9677 -3.9004 -0.814
H -1.8497 -3.4750 0.4105 0.171
H -1.0189 -3.6614 1.9036 0.231
H -1.5024 -5.1404 1.1070 0.511
H 1.0313 -4.1256 0.8290 0.319
H 0.0495 -3.2935 -0.5216 -1.562
H 0.6944 -6.8657 0.7518 0.517
H 0.6726 -8.4569 -1.4415 0.477
H 0.1290 -4.5027 -2.7136 0.311
H 1.2675 -7.4579 -4.1263 0.367
H 0.1046 -6.0839 -4.4905 0.277
H -0.4791 -7.6916 -4.0247 0.362
C -4.2774 -0.7101 -1.1079 -0.757
C -5.5318 0.0319 -1.5743 -0.457
N -6.3315 -0.7581 -2.5278 0.183
C -7.6534 -0.5433 -2.8038 -0.326
C -8.0509 -1.3859 -3.7970 -0.472
N -6.9244 -2.0616 -4.2200 0.115
C -5.9366 -1.7156 -3.3913 -0.049
C -6.9013 -3.2264 -5.1198 -0.784
H -3.6127 -0.8990 -1.9512 0.044
H -4.5038 -1.6416 -0.5893 0.411
H -3.7266 -0.0818 -0.4088 0.270
H -5.2382 0.9727 -2.0422 0.271
H -6.1817 0.3420 -0.7578 0.414
H -8.1407 0.3084 -2.3553 0.412
H -9.0496 -1.6076 -4.1349 0.453
H -4.9104 -2.0391 -3.3740 0.295
H -7.6340 -3.9854 -4.8593 0.357
H -5.9038 -3.6218 -4.9375 0.275
H -7.0403 -2.8781 -6.1397 0.341
C 5.1605 1.8436 -1.8395 -1.131
C 4.2892 1.1412 -2.9009 -0.415
N 2.8961 0.9043 -2.4802 0.327
C 2.0113 1.8882 -2.0968 -0.679
C 0.8170 1.2367 -2.0370 -0.582
N 0.9456 -0.0395 -2.5297 0.291
C 2.2735 -0.2484 -2.6478 -0.331
C -0.0753 -1.0577 -2.7342 -0.587
H 6.2299 1.6602 -1.9704 0.394
H 4.9621 1.5123 -0.8203 0.218
H 5.1839 2.9312 -1.9214 0.405
H 4.7854 0.2250 -3.2101 0.394
H 4.2618 1.8054 -3.7637 0.316
H 2.4608 2.8233 -1.8110 0.612
H -0.2013 1.5117 -1.8111 0.544
H 2.6566 -1.2088 -2.9509 0.406
H 0.2666 -1.6877 -3.5567 0.473
H -1.0178 -0.6536 -3.0935 0.329
H -0.2201 -1.6607 -1.8424 -0.150
C -4.6007 3.9295 3.9867 -1.093
C -3.4678 3.1725 4.6992 -0.180
N -3.8798 1.7862 4.9367 0.281
C -4.4516 1.3581 6.1237 -0.331
C -4.4366 -0.0158 6.0547 -0.437
N -3.9357 -0.3788 4.8334 0.147
C -3.5912 0.7179 4.1489 -0.314
C -3.6931 -1.6875 4.3060 -0.783
H -4.8577 3.3276 3.1091 0.306
H -4.3297 4.9334 3.6740 0.381
H -5.5369 3.8891 4.5439 0.346
H -3.2115 3.7399 5.5903 0.394
H -2.6127 3.0340 4.0384 -0.028
H -4.8755 2.1020 6.7769 0.473
H -4.7656 -0.7479 6.7732 0.460
H -3.1431 0.8831 3.1837 0.435
H -3.9447 -1.6753 3.2450 0.285
H -4.3906 -2.4280 4.6990 0.403
H -2.6964 -2.1131 4.3967 0.272
C 3.8960 -0.5211 1.1640 -0.825
C 3.7681 -1.9879 1.4176 -0.258
N 4.5406 -2.7677 0.4305 0.369
C 4.0760 -3.4068 -0.7056 -0.232
C 5.1454 -3.9611 -1.3141 -0.915
N 6.1891 -3.9199 -0.4387 0.116
C 5.8316 -3.0520 0.5856 -0.064
C 7.4892 -4.5564 -0.6121 -0.832
H 3.3264 -0.2610 0.2692 -0.050
H 4.9209 -0.2620 0.8848 0.591
H 3.6288 0.0424 2.0545 0.316
H 2.7162 -2.2792 1.4180 -0.245
H 4.1053 -2.3518 2.3894 0.425
H 3.0146 -3.4166 -0.8897 0.550
H 5.1524 -4.5512 -2.2166 0.479
H 6.4702 -2.7481 1.3999 0.457
H 8.2319 -3.9087 -0.1515 0.346
H 7.7440 -4.5220 -1.6711 0.378
H 7.4090 -5.5749 -0.2428 0.326
C 0.4742 0.9629 2.1453 0.416
F 1.2785 0.4871 3.0778 -0.188
F -0.4135 1.7434 2.7648 -0.213
F 1.1075 1.6643 1.2038 -0.122
S -0.4581 -0.5052 1.3120 0.595
O -1.2886 -1.0779 2.3499 -0.522
O -1.2535 0.1056 0.2335 -0.601
O 0.5733 -1.4034 0.8102 -0.164
```

Its charge is +5. The value obtained for the energy relative to the best compared isomer or geometry (same formula, charge and spin) is 0.000 eV. The calculation puts the lowest unoccupied orbital energy at -9.50 eV. For the total energy, the calculation gives -3028.3611 Eh. The HOMO energy is -0.694 Eh. The HOMO-LUMO gap is 9.4 eV.

=====

Record 2
Formula: C18H15FN2O3
Source: the Open Molecules 2025 dataset
Level of theory: ωB97M-V with the def2-TZVPD basis set

Geometry as XYZ:
```
39
Properties=species:S:1:pos:R:3:mulliken_charge:R:1
O -0.0942 -2.7115 0.0539 -0.638
F 3.3070 -1.7429 -4.7788 -0.288
N 1.6744 -1.3896 -3.1751 -0.409
O -3.7136 0.1011 -0.3714 -0.513
O -1.6051 1.9921 0.6777 -0.368
C -0.5343 -1.7486 -0.4613 0.240
C -1.8404 -1.2868 -0.0011 -0.405
C -1.9622 0.1251 -1.9319 -0.609
C -2.5286 -0.3633 -0.7412 0.764
C -0.7406 -0.3050 -2.2153 -0.298
C 2.9241 -1.7318 -3.5154 0.082
C 1.4241 -1.3760 -1.8667 0.231
C 3.8629 -2.0986 -2.5658 -0.206
C 2.3797 -1.4694 -0.8893 0.001
C 3.5863 -1.9651 -1.1956 -0.891
C 1.7691 1.0394 2.8887 -0.528
C 0.5315 0.6690 3.3333 -0.610
C 1.9031 1.7346 1.7052 -0.520
C -0.6226 1.0323 2.6677 -0.153
C 0.7610 1.9202 0.9147 -0.379
C -0.4641 1.6620 1.4313 0.574
N 0.0815 -1.0998 -1.4735 0.405
C -3.7364 0.6649 0.9540 -0.442
C -2.9530 2.0396 1.0417 -0.680
H -2.2835 -1.8957 0.8358 0.367
H -2.4538 0.7773 -2.6125 0.512
H -0.1842 0.2977 -3.0552 0.195
H 4.8203 -2.3482 -2.9802 0.409
H 2.1525 -1.2593 0.1381 0.464
H 4.3669 -2.1764 -0.4327 0.377
H 2.5784 1.0339 3.6262 0.389
H 0.4445 0.2432 4.3230 0.395
H 2.8626 2.2363 1.3499 0.290
H -1.6509 0.9131 3.0887 0.283
H 0.7802 2.3580 -0.0404 0.534
H -3.4006 -0.0166 1.7655 0.248
H -4.7474 0.9580 1.1475 0.436
H -3.4941 2.7116 0.3266 0.329
H -3.2005 2.4750 2.0337 0.409
```

The value obtained for the energy relative to the best compared isomer or geometry (same formula, charge and spin) is 4.066 eV. The calculation puts the lowest unoccupied orbital energy at 0.47 eV. For the total energy, the calculation gives -1129.9477 Eh. The HOMO energy is -0.300 Eh. The HOMO-LUMO gap is 8.6 eV. The SMILES is O=c1cc(OCCOc2ccccc2)ccn1-c1cccc(F)n1.

=====

Record 3
Formula: CH2O2S
Source: the Open Molecules 2025 dataset
Level of theory: ωB97M-V with the def2-TZVPD basis set

Geometry as XYZ:
```
6
Properties=species:S:1:pos:R:3:mulliken_charge:R:1
C -0.3707 -0.4846 0.2691 -0.234
O 1.2953 -0.1356 -0.1356 -0.253
O 0.8687 1.2176 -0.4808 -0.141
S -0.8021 1.0192 -0.6494 0.056
H -0.4216 -1.3366 -0.3777 0.293
H -0.5696 -0.2801 1.3744 0.279
```

The value obtained for the energy relative to the best compared isomer or geometry (same formula, charge and spin) is 6.432 eV. The calculation puts the lowest unoccupied orbital energy at -0.54 eV. For the total energy, the calculation gives -587.7504 Eh. The HOMO energy is -0.321 Eh. The HOMO-LUMO gap is 8.2 eV. The SMILES is C1OOS1.

=====

Record 4
Formula: C4H16AlN8O4
Source: the Open Molecules 2025 dataset
Level of theory: ωB97M-V with the def2-TZVPD basis set

Geometry as XYZ:
```
33
Properties=species:S:1:pos:R:3:mulliken_charge:R:1
Al -0.0963 0.1112 -1.0412 1.468
C 0.5988 3.9176 -1.8783 0.798
O 0.7014 2.9938 -1.0859 -0.570
N -0.5512 4.5345 -2.1842 -0.366
N 1.5368 4.5178 -2.5250 -0.340
H -0.3963 5.2455 -2.8846 0.190
H -1.3774 4.2728 -1.6655 0.231
H 2.4146 4.1777 -2.1590 0.206
H 1.4631 5.3032 -3.1557 0.221
C -2.7361 -1.2136 1.7357 0.646
O -1.7936 -1.1292 1.0060 -0.532
N -3.9198 -0.8564 1.4317 -0.346
N -2.6589 -1.8632 2.7903 -0.346
H -4.7274 -1.0694 1.9996 0.199
H -4.0521 -0.3016 0.5982 0.214
H -1.7154 -2.1831 2.9565 0.238
H -3.3698 -1.8678 3.5077 0.229
C -0.9616 -3.8592 -0.7177 0.622
O -0.5522 -2.7186 -0.9920 -0.511
N -1.4137 -4.2800 0.4376 -0.319
N -1.0290 -4.8374 -1.6298 -0.356
H -1.0912 -3.7504 1.2348 0.176
H -2.0712 -5.0402 0.5369 0.246
H -1.2075 -5.8026 -1.3921 0.242
H -0.3223 -4.7282 -2.3432 0.303
C 3.3785 1.1587 0.5550 0.734
O 2.7312 0.7286 -0.4294 -0.562
N 4.0204 0.3833 1.3876 -0.362
N 3.4863 2.3499 0.8290 -0.243
H 4.4422 0.7284 2.2379 0.218
H 3.9380 -0.6172 1.2764 0.254
H 3.0778 3.0019 0.1748 0.160
H 4.2541 2.6933 1.3881 0.257
```

Its charge is +3. The value obtained for the energy relative to the best compared isomer or geometry (same formula, charge and spin) is 3.977 eV. The calculation puts the lowest unoccupied orbital energy at -16.00 eV. For the total energy, the calculation gives -1142.3028 Eh. The HOMO energy is -0.692 Eh. The HOMO-LUMO gap is 2.8 eV.

=====

Which of these has the lowest lowest unoccupied orbital energy? C4H16AlN8O4